{"formula": "C16H28BFNO5S", "method": "ωB97M-V with the def2-TZVPD basis set", "species": ["H", "C", "H", "H", "H", "H", "H", "C", "C", "H", "N", "H", "H", "H", "O", "C", "C", "O", "H", "H", "C", "H", "H", "H", "C", "C", "O", "H", "C", "C", "H", "H", "H", "H", "O", "C", "H", "B", "H", "C", "C", "C", "H", "C", "C", "H", "H", "O", "H", "S", "F", "H", "H"], "positions_angstrom": [[1.09095, 3.41423, -0.88751], [3.69847, -1.88400, -6.87759], [0.27268, -2.73194, 3.01878], [-1.30765, -1.67323, 1.74050], [-0.28463, -0.91753, -6.94743], [2.25464, 1.39405, -2.03354], [0.51447, 0.59029, -6.39327], [-0.99443, 0.76755, 0.36019], [-0.04818, -1.77049, 3.49572], [4.26549, -1.36985, -6.09728], [-2.61780, 0.82719, 6.55540], [-3.73085, 0.84882, 3.85378], [-1.71119, 2.89701, 2.51753], [1.06696, 2.96406, 3.86006], [-2.20649, 2.10944, 4.40225], [-0.45031, 2.10693, 0.10183], [-1.72878, 0.16674, 2.82511], [2.27985, -0.54574, -4.58553], [-0.55360, -0.31962, -5.28814], [4.79931, -3.73962, -6.80278], [3.76925, -3.38962, -6.70657], [-0.16656, 4.11498, 4.67891], [3.15165, -3.89216, -7.45342], [3.40131, -3.69326, -5.72563], [-2.23596, -0.01922, 5.38611], [0.69637, 2.37776, -0.75041], [1.06969, -2.65578, -5.18318], [1.28082, -1.02411, -1.71043], [1.35495, 1.23715, -1.39897], [0.16507, -0.39838, -6.10287], [-2.85601, 1.44723, 1.32068], [-0.93684, 2.97444, 0.61427], [-0.70711, -1.36427, -0.20625], [0.11724, 4.14784, 2.89273], [-0.59425, 1.05998, 2.94530], [0.84458, -0.12537, -1.22371], [-1.11044, -0.07082, 5.36356], [-1.11153, 2.35798, 3.45091], [-1.76021, 1.30388, 6.84668], [0.05247, 3.46316, 3.79140], [-2.61651, 0.77331, 4.03992], [-2.20970, 0.52499, 1.32651], [-2.70871, -1.03321, 5.44044], [-0.31530, -0.33247, -0.35286], [-1.43292, -1.38154, 2.82155], [-2.86844, -0.29195, 0.89823], [4.14469, -1.60922, -7.83469], [2.34684, -1.41365, -6.90514], [-2.91342, 0.18082, 7.28996], [1.53608, -1.34210, -5.51615], [-2.50962, -2.17951, 3.30443], [-0.22844, -1.87197, 4.59326], [0.74202, -1.00924, 3.24733]], "nbo_charge": [0.212, -0.076, 0.194, 0.159, 0.246, 0.206, 0.250, 0.019, -0.658, 0.198, -0.830, 0.172, -0.214, 0.192, -0.722, -0.188, 0.224, -0.924, 0.266, 0.212, -0.641, 0.198, 0.214, 0.231, -0.250, -0.240, -0.931, 0.216, -0.238, -0.886, 0.244, 0.245, 0.195, 0.196, -0.749, -0.249, 0.179, 0.648, 0.360, -0.919, 0.086, -0.448, 0.181, -0.230, 0.204, 0.192, 0.190, -0.723, 0.332, 2.374, -0.390, 0.214, 0.257], "charge": -1, "homo_lumo_gap_ev": 5.59, "e_tot_ha": -1580.31853, "homo_energy_ev": -3.55}

---

{"formula": "C18H44Cl2N2O6V", "method": "ωB97M-V with the def2-TZVPD basis set", "species": ["H", "V", "C", "H", "H", "H", "H", "H", "C", "H", "C", "H", "O", "H", "C", "H", "H", "C", "H", "H", "O", "H", "H", "H", "H", "H", "C", "H", "H", "H", "C", "N", "C", "H", "H", "H", "Cl", "H", "O", "H", "H", "H", "H", "Cl", "C", "H", "H", "H", "C", "H", "O", "O", "C", "H", "C", "O", "H", "C", "C", "C", "H", "H", "H", "C", "N", "H", "H", "H", "C", "H", "H", "C", "H"], "positions_angstrom": [[0.90178, 1.34015, 0.29535], [0.16799, -4.79642, 1.55310], [-4.37725, 3.30336, -1.09463], [5.42155, -0.44978, 0.91541], [-4.73871, -1.12295, 0.76326], [-4.67201, 1.71006, 1.54844], [-6.04748, 0.86607, 0.11374], [1.77419, -0.58430, 2.30250], [-5.56868, 0.27991, -0.67066], [3.84767, 3.51122, -0.22868], [-4.41071, -0.53197, -0.09188], [1.79780, -6.95715, 2.69668], [-0.70269, -4.84350, 3.58578], [1.18992, -1.13645, 0.00381], [5.96331, 2.03676, -0.48027], [-4.19502, 3.06167, -3.62435], [-0.44265, -5.27467, 4.39984], [2.71733, -0.16089, 1.95709], [3.23771, -1.09935, 2.14836], [-1.48601, -0.69379, -0.32325], [-0.33857, -3.26995, 1.42808], [1.91150, 1.86704, -1.85584], [5.97035, 2.50239, 0.50524], [-3.22999, 1.42168, -3.64403], [-5.06651, 4.03771, -1.51147], [2.70710, -1.64424, -0.58992], [3.62781, 2.77862, -1.00525], [-6.23995, -0.54613, -0.90549], [-3.49607, 3.92772, -0.94697], [-1.47423, -4.32886, 3.82262], [-3.68669, 1.24417, 1.53480], [-2.90605, 1.25346, -0.96755], [2.08999, -0.75292, -0.47670], [-1.27910, -0.02169, 1.31826], [5.38390, 0.13661, -2.46167], [-4.02803, -1.10241, -0.93819], [1.88893, -4.97174, -0.33899], [-2.91748, 1.94624, 1.85656], [-1.75158, 2.03399, -0.78261], [-6.16210, 1.65882, -2.01065], [1.58545, 3.34927, -0.89087], [1.84201, -0.35901, -1.46232], [3.68897, 0.53392, -2.66871], [-1.92995, -6.15479, 0.57785], [4.65337, 0.93951, -2.36287], [2.95591, -3.90853, 2.22277], [-3.73999, 0.50880, 2.33760], [-2.57375, 2.95920, -3.11419], [2.16020, 2.42522, -0.95324], [0.61741, -7.62600, 2.02497], [4.92755, -0.58088, 0.10277], [0.98968, -6.76613, 2.22057], [-3.94030, 1.97470, -1.75708], [3.07464, 0.65030, 2.59144], [1.96234, 1.58888, 0.33344], [2.06431, -3.87582, 2.56949], [6.76252, 1.29591, -0.45759], [2.76466, 0.24627, 0.45111], [-3.25945, 0.40309, 0.26705], [-3.48799, 2.36821, -3.16903], [6.28333, 2.88932, -1.07930], [4.95059, 1.79746, -2.96594], [2.17758, -3.74563, 3.51101], [-1.98312, -0.47824, 0.62253], [4.15718, 0.53078, 0.09603], [3.76694, 3.33199, -1.93397], [-1.20926, 1.82348, -1.54627], [-5.21086, 0.58224, -2.86076], [4.58028, 1.53271, -0.96854], [-4.74402, 3.26338, -0.06897], [2.12688, 2.16041, 1.24689], [-5.23002, 1.10390, -1.90389], [-2.16464, -1.39229, 1.18792]], "mulliken_spin": [0.000, 1.307, 0.000, 0.000, 0.000, 0.000, 0.000, 0.000, 0.000, 0.000, 0.000, 0.001, 0.003, -0.001, 0.000, 0.000, 0.000, 0.000, 0.000, 0.000, -0.292, 0.000, 0.000, 0.000, 0.000, 0.000, 0.000, 0.000, 0.000, 0.001, 0.000, 0.000, 0.001, 0.000, 0.000, 0.000, -0.005, 0.000, 0.000, 0.000, 0.000, 0.000, 0.000, -0.014, 0.000, 0.000, 0.000, 0.000, 0.000, 0.001, 0.000, 0.000, 0.000, 0.000, 0.000, -0.001, 0.000, 0.000, 0.000, 0.000, 0.000, 0.000, 0.000, -0.002, 0.000, 0.000, 0.000, 0.000, 0.000, 0.000, 0.000, 0.000, 0.001], "multiplicity": 2, "homo_lumo_gap_ev": [6.84, 6.89], "s_squared": 0.797, "e_tot_ha": -3137.50954, "homo_energy_ev": [-7.81, -7.81]}

---

{"formula": "C16H25NO2", "method": "ωB97M-V with the def2-TZVPD basis set", "species": ["H", "H", "H", "H", "H", "H", "C", "H", "H", "N", "C", "C", "C", "C", "H", "H", "C", "H", "H", "O", "C", "C", "C", "H", "H", "H", "H", "H", "C", "H", "C", "C", "H", "H", "H", "C", "C", "H", "C", "C", "O", "H", "H", "H"], "positions_angstrom": [[-2.94904, -2.00353, 0.92882], [-4.38541, 3.51159, -0.17801], [6.33545, 0.66391, -0.34001], [-0.61222, 1.85919, 0.97131], [-5.95178, -1.41146, 0.96824], [-5.15699, 1.24045, -0.79294], [-3.72639, 2.66489, -0.06008], [4.27258, 0.28106, -1.50297], [2.10051, -0.10743, -2.27377], [3.14549, 0.40461, 0.30502], [-3.33467, 0.29275, -0.26357], [-4.16089, 1.40046, -0.40939], [3.67432, -0.80715, 0.89851], [4.17548, 0.89023, -0.58731], [-5.05905, -2.30995, 2.20544], [-4.73035, -0.59005, 1.94752], [-2.02329, 0.47251, 0.20131], [-4.17329, -2.83244, -0.06742], [3.14908, -1.01258, 1.83396], [-1.12771, -0.56409, 0.35135], [-1.61253, 1.74489, 0.58359], [5.43539, 0.75120, 0.26596], [1.79102, 0.35946, -0.18752], [5.38829, -0.32697, 2.15854], [1.16474, 0.00072, 0.63233], [-0.04475, -1.03390, -2.78862], [3.96680, 1.92202, -0.87594], [-1.75602, -1.60504, -1.32900], [1.53145, -0.50764, -1.43129], [-0.32898, 0.47528, -1.91642], [-2.45589, 2.83285, 0.46218], [-3.91922, -1.89315, 0.43089], [1.49856, 1.39009, -0.41745], [-2.11383, 3.81199, 0.76134], [1.87481, -1.52825, -1.24768], [0.05353, -0.54400, -1.81707], [-4.98673, -1.52667, 1.45597], [5.53608, 1.62183, 0.91240], [5.16748, -0.50831, 1.10831], [-0.83099, -1.30536, -0.82489], [-3.84161, -0.94069, -0.62162], [3.55878, -1.68500, 0.24075], [-0.31700, -2.20171, -0.46683], [5.77883, -1.34661, 0.77604]], "nbo_charge": [0.182, 0.215, 0.206, 0.227, 0.210, 0.224, -0.221, 0.154, 0.202, -0.440, 0.207, -0.229, -0.218, -0.219, 0.215, 0.214, 0.303, 0.187, 0.198, -0.542, -0.266, -0.402, -0.213, 0.209, 0.210, 0.213, 0.199, 0.195, -0.420, 0.210, -0.215, -0.065, 0.188, 0.215, 0.193, -0.426, -0.638, 0.205, -0.410, -0.073, -0.524, 0.155, 0.186, 0.204], "homo_lumo_gap_ev": 9.09, "e_tot_ha": -829.86954, "homo_energy_ev": -8.13, "relative_energy_kcal_mol": 36.8}

---

{"formula": "C20H22N6O3S", "method": "ωB97M-V with the def2-TZVPD basis set", "species": ["H", "H", "S", "O", "C", "C", "N", "H", "C", "H", "C", "C", "C", "C", "C", "H", "C", "H", "H", "O", "N", "N", "H", "H", "H", "H", "C", "C", "N", "H", "C", "C", "C", "O", "C", "H", "C", "H", "H", "H", "H", "H", "C", "H", "C", "C", "N", "C", "H", "N", "H", "H"], "positions_angstrom": [[-3.69546, 1.88752, -0.44648], [-1.56998, 4.33269, -2.38770], [-0.18984, 2.19082, 1.64970], [0.23335, 3.49482, 2.05603], [4.78368, -2.13973, -0.50178], [-3.39119, 0.08912, -1.61750], [5.93482, -2.28245, -1.09562], [-2.74878, -4.43585, 2.85867], [3.37246, -0.13004, 0.04462], [-0.94296, 0.61236, -0.83800], [-2.53458, 2.40752, -2.19252], [2.28346, -0.82068, 0.56911], [-4.28617, -2.06059, -0.84713], [-0.90185, -3.32048, 0.26344], [-1.90164, 3.66200, -1.59468], [-4.21038, -0.25072, 0.21492], [-1.20101, -3.92878, 1.47155], [-1.83104, 1.90744, -2.86095], [4.25312, 1.76824, -0.38238], [-3.11033, -0.32003, -2.72267], [5.49930, -0.18605, -1.08001], [-1.14804, 2.36625, 0.30569], [-0.30708, 4.16151, -0.20124], [-2.63740, 4.18586, -0.98306], [-0.41712, -4.37918, 2.06238], [-4.19048, -2.29012, -1.91094], [-1.90652, -2.74428, -0.49140], [1.23803, 1.27298, 1.06005], [-4.10428, -0.62480, -0.71602], [-1.67774, -2.27016, -1.43448], [-2.51036, -3.96130, 1.91855], [-2.92438, 1.43848, -1.07808], [2.31636, 1.96370, 0.53856], [-0.90820, 1.36190, 2.57068], [-0.70935, 3.28846, -0.71546], [4.18909, -2.92954, -0.09905], [1.21085, -0.10877, 1.07618], [0.11630, -3.30107, -0.09757], [0.35911, -0.61443, 1.50267], [2.26792, -1.89865, 0.58621], [2.30624, 3.04153, 0.56032], [0.08204, 2.83526, -1.33442], [-3.22372, -2.77159, -0.04708], [-5.28720, -2.32954, -0.50203], [-3.51658, -3.38140, 1.16438], [-1.68772, 1.13946, -0.21803], [6.33414, -1.05950, -1.43376], [3.39284, 1.26335, 0.02784], [-4.53731, -3.40698, 1.51861], [4.47505, -0.81373, -0.47422], [-3.41710, 2.66997, -2.77724], [-1.93909, 0.51297, 0.63960]], "nbo_charge": [0.218, 0.220, 2.342, -0.931, 0.160, 0.691, -0.283, 0.217, 0.134, 0.188, -0.399, -0.186, -0.268, -0.202, -0.401, 0.393, -0.220, 0.221, 0.254, -0.626, -0.054, -0.672, 0.238, 0.207, 0.214, 0.244, -0.249, -0.344, -0.608, 0.228, -0.200, -0.308, -0.175, -0.937, -0.233, 0.218, -0.183, 0.205, 0.252, 0.214, 0.248, 0.176, 0.054, 0.205, -0.243, -0.234, -0.045, -0.205, 0.211, -0.206, 0.222, 0.239], "homo_lumo_gap_ev": 9.24, "e_tot_ha": -1727.76160, "homo_energy_ev": -9.54, "relative_energy_kcal_mol": 70.1}